Molecular formula: C21H33N3O4S
Method: DFT, ωB97M-V/def2-TZVPD

Cartesian coordinates (Å):
C -3.75 -4.93 -3.44
C -4.03 -4.08 -4.65
O -4.78 -4.42 -5.54
N -3.38 -2.87 -4.76
C -2.49 -2.20 -3.93
C -2.57 -2.24 -2.54
C -1.65 -1.53 -1.77
C -0.66 -0.79 -2.39
C -0.59 -0.72 -3.77
C -1.50 -1.42 -4.54
H -1.45 -1.38 -5.61
H 0.19 -0.13 -4.22
S 0.48 0.16 -1.41
O 0.58 -0.47 -0.11
O 1.68 0.38 -2.16
N -0.37 1.59 -1.28
H -0.86 1.64 -0.40
C 0.28 2.83 -1.65
H -0.47 3.48 -2.10
H 1.02 2.55 -2.41
C 0.98 3.54 -0.48
C -0.06 4.07 0.51
C 0.58 4.64 1.78
H -0.20 4.91 2.48
H 1.14 5.55 1.53
C 1.53 3.63 2.43
C 0.78 2.39 2.92
O -0.42 2.23 2.78
N 1.56 1.50 3.56
H 2.56 1.65 3.60
C 1.10 0.17 3.89
C 1.75 -0.88 2.99
H 2.83 -0.88 3.18
H 1.59 -0.60 1.95
C 1.20 -2.29 3.19
C 2.09 -3.29 2.46
H 2.11 -3.06 1.40
H 3.11 -3.26 2.84
H 1.71 -4.31 2.58
C -0.23 -2.39 2.66
H -0.58 -3.42 2.69
H -0.25 -2.04 1.63
H -0.91 -1.78 3.24
H 1.20 -2.53 4.26
H 1.32 -0.04 4.94
H 0.02 0.18 3.75
C 2.62 3.26 1.41
C 1.98 2.60 0.19
H 1.47 1.69 0.51
H 2.74 2.31 -0.53
H 3.14 4.16 1.11
H 3.35 2.58 1.84
H 2.00 4.09 3.30
H -0.72 3.26 0.82
H -0.67 4.84 0.03
H 1.53 4.39 -0.90
H -1.69 -1.56 -0.70
H -3.36 -2.78 -2.05
H -3.51 -2.46 -5.68
H -3.93 -5.97 -3.71
H -4.44 -4.68 -2.64
H -2.73 -4.81 -3.09

## Properties
- Net charge: 0
- Strongest force on any atom: 0.0159 Eh/bohr
- HOMO energy: -8.980 eV
- E_LUMO: 0.0192 Ha
- SMILES string: CC(=O)Nc1ccc(S(=O)(=O)NC[C@H]2CC[C@@H](C(=O)NCCC(C)C)CC2)cc1
- Frontier orbital gap: 9.503 eV



Molecular formula: C28H26BCoN5O
Method: DFT, ωB97M-V/def2-TZVPD

Cartesian coordinates (Å):
Co 0.58 -1.49 -0.08
N 1.00 8.29 -3.44
C 0.95 7.21 -3.05
C 0.89 5.86 -2.57
C 1.71 4.87 -3.12
C 1.64 3.58 -2.66
C 0.76 3.22 -1.63
C -0.05 4.22 -1.08
C 0.01 5.52 -1.55
C 0.69 1.83 -1.14
C 0.30 0.85 -2.07
C -0.20 1.09 -3.39
C -0.57 -0.14 -3.88
C -0.30 -1.07 -2.85
N 0.21 -0.49 -1.78
C 1.02 1.62 0.20
C 1.56 2.60 1.10
C 1.81 1.93 2.28
C 1.42 0.58 2.06
N 0.96 0.39 0.84
H 2.41 5.14 -3.91
H 2.28 2.81 -3.08
H -0.73 3.95 -0.29
H -0.64 6.28 -1.12
H -0.29 2.04 -3.88
H -0.99 -0.35 -4.85
H -0.48 -2.14 -2.86
H 1.77 3.63 0.88
H 2.24 2.34 3.19
H 1.47 -0.24 2.75
C -2.40 0.06 1.21
C -2.31 -0.90 0.02
C -3.58 -1.74 -0.06
O -1.23 -1.75 0.11
H -3.30 0.69 1.14
H -1.52 0.71 1.24
H -2.44 -0.52 2.13
H -2.25 -0.28 -0.91
H -3.71 -2.30 0.87
H -3.49 -2.46 -0.88
H -4.47 -1.12 -0.24
B 4.97 -2.00 -1.41
C 3.48 -1.80 -0.93
N 2.39 -1.67 -0.57
H 5.03 -1.76 -2.60
H 5.28 -3.16 -1.19
H 5.69 -1.24 -0.78
C 1.00 -2.92 1.45
C -0.16 -3.23 2.23
C -0.45 -2.57 3.45
C -1.58 -2.84 4.18
C -2.50 -3.80 3.74
C -2.25 -4.46 2.53
C -1.12 -4.18 1.81
C -3.67 -4.09 4.51
N -4.61 -4.33 5.13
H 1.35 -3.75 0.84
H 1.82 -2.49 2.03
H 0.25 -1.82 3.81
H -1.77 -2.32 5.11
H -2.96 -5.19 2.17
H -0.95 -4.68 0.86

## Properties
- Net charge: -2
- Strongest force on any atom: 0.0213 Eh/bohr
- HOMO energy (spin up / spin down): -1.639 / -1.787 eV
- E_LUMO (spin up / spin down): 0.1394 / 0.1394 Ha
- Spin multiplicity: 2
- Frontier orbital gap (spin up / spin down): 5.431 / 5.581 eV



Molecular formula: C45H56BeN3O4P2SSi
Method: DFT, ωB97M-V/def2-TZVPD

Cartesian coordinates (Å):
Be -0.55 -0.63 -0.11
N 1.90 0.69 -0.32
P 2.06 -0.06 1.28
C 2.52 1.45 2.27
C 3.53 2.33 1.86
C 3.85 3.45 2.61
C 3.15 3.73 3.78
C 2.16 2.86 4.21
C 1.86 1.72 3.46
C 3.92 -0.51 0.93
C 4.58 -0.59 -0.30
C 5.87 -1.12 -0.40
C 6.53 -1.60 0.72
C 5.88 -1.55 1.95
C 4.60 -1.03 2.04
P 0.36 1.30 -0.83
C 0.92 1.95 -2.51
C 2.24 2.07 -2.93
C 2.54 2.56 -4.21
C 1.52 2.93 -5.07
C 0.20 2.81 -4.67
C -0.09 2.32 -3.40
C 0.13 2.93 -0.04
C 1.13 3.89 0.00
C 0.90 5.13 0.59
C -0.35 5.43 1.11
C -1.37 4.49 1.05
C -1.13 3.24 0.48
H 2.13 -0.04 -1.00
H 4.07 2.12 0.94
H 4.65 4.11 2.28
H 3.38 4.62 4.35
H 1.61 3.06 5.13
H 1.11 1.02 3.82
H 4.11 -0.21 -1.20
H 6.36 -1.16 -1.37
H 7.53 -2.00 0.64
H 6.37 -1.94 2.84
H 4.09 -1.01 3.01
H 3.05 1.80 -2.26
H 3.58 2.66 -4.52
H 1.75 3.30 -6.06
H -0.61 3.09 -5.34
H -1.13 2.22 -3.07
H 2.11 3.66 -0.42
H 1.70 5.86 0.64
H -0.53 6.39 1.58
H -2.34 4.71 1.47
H -1.90 2.48 0.47
S -4.18 -0.37 -2.28
C -4.58 -0.07 -0.64
C -3.47 -0.18 0.13
N -2.33 -0.51 -0.57
C -2.56 -0.64 -1.85
H -5.59 0.18 -0.34
H -3.41 -0.05 1.20
H -1.79 -0.92 -2.57
C -2.89 -4.32 -1.20
C -1.75 -5.21 -0.73
C -2.12 -5.88 0.59
C -1.43 -6.27 -1.79
O -0.58 -4.44 -0.47
Si 0.31 -3.32 -1.28
O 0.06 -1.84 -0.77
O 1.89 -3.74 -1.14
C 2.62 -4.31 -0.05
C 2.16 -3.72 1.29
C 2.42 -5.83 -0.06
C 4.08 -3.97 -0.30
O -0.08 -3.43 -2.88
C 0.66 -2.92 -4.00
C 1.72 -3.95 -4.40
C 1.32 -1.58 -3.67
C -0.35 -2.74 -5.12
H -3.81 -4.91 -1.32
H -2.64 -3.87 -2.17
H -3.07 -3.53 -0.48
H -3.01 -6.50 0.48
H -2.32 -5.11 1.34
H -1.29 -6.50 0.94
H -2.31 -6.89 -1.99
H -0.62 -6.91 -1.44
H -1.12 -5.79 -2.71
H 1.12 -4.00 1.50
H 2.22 -2.63 1.27
H 2.80 -4.10 2.10
H 1.37 -6.07 0.13
H 3.03 -6.30 0.72
H 2.71 -6.24 -1.03
H 4.20 -2.88 -0.35
H 4.41 -4.41 -1.24
H 4.70 -4.35 0.51
H 2.40 -4.11 -3.56
H 2.29 -3.59 -5.27
H 1.24 -4.90 -4.66
H 2.08 -1.72 -2.90
H 0.58 -0.87 -3.29
H 1.79 -1.16 -4.56
H -0.89 -3.68 -5.29
H 0.15 -2.45 -6.05
H -1.08 -1.96 -4.86
N -0.18 0.22 1.22
C -1.02 0.03 2.26
C -1.41 1.06 3.17
C -2.29 0.82 4.21
C -2.84 -0.45 4.44
C -2.47 -1.48 3.57
C -1.60 -1.25 2.52
H -1.03 2.06 3.01
H -2.57 1.64 4.87
H -3.52 -0.62 5.26
H -2.88 -2.48 3.73
H -1.32 -2.07 1.85

## Properties
- Net charge: -1
- Strongest force on any atom: 0.0152 Eh/bohr
- HOMO energy: -2.936 eV
- E_LUMO: 0.0754 Ha
- Frontier orbital gap: 4.987 eV



Molecular formula: C3H3ClOS
Method: DFT, ωB97M-V/def2-TZVPD

Cartesian coordinates (Å):
C 0.02 0.17 0.50
C 0.83 -0.47 -0.61
C 1.44 0.64 0.33
O 3.18 -1.41 -0.42
S 2.01 -1.34 0.41
Cl 2.23 2.12 -0.04
H -0.73 0.76 0.18
H -0.28 -0.39 1.37
H 0.41 -0.68 -1.56

## Properties
- Net charge: 0
- Strongest force on any atom: 0.0797 Eh/bohr
- HOMO energy: -9.149 eV
- E_LUMO: 0.0008 Ha
- Frontier orbital gap: 9.172 eV